Here is C33H34N3O2P2RhS as an isolated structure from the Open Molecules 2025 dataset. Energies are from ωB97M-V/def2-TZVPD.

```
76
Properties=species:S:1:pos:R:3:mulliken_spin:R:1
Rh 0.290 -0.643 0.946 2.10
N -1.861 -2.629 0.055 -0.01
P -1.484 -2.146 1.618 0.24
C -2.982 -2.117 2.590 0.00
C -3.924 -1.127 2.299 0.02
C -5.116 -1.088 2.999 0.00
C -5.365 -2.026 3.994 0.02
C -4.429 -3.007 4.288 0.00
C -3.233 -3.058 3.588 0.02
C -0.306 -3.292 2.349 0.04
C 0.127 -4.437 1.677 0.02
C 1.087 -5.253 2.254 -0.01
C 1.621 -4.931 3.494 0.04
C 1.196 -3.792 4.168 -0.02
C 0.240 -2.970 3.599 0.05
P -1.163 -1.497 -1.013 0.23
C -0.531 -2.421 -2.423 0.03
C -0.266 -3.786 -2.377 0.02
C 0.307 -4.419 -3.472 0.00
C 0.626 -3.690 -4.608 0.02
C 0.370 -2.325 -4.655 0.00
C -0.203 -1.689 -3.566 0.02
C -2.491 -0.466 -1.653 0.00
C -3.321 -0.902 -2.687 0.00
C -4.379 -0.111 -3.100 0.00
C -4.607 1.118 -2.491 0.00
C -3.778 1.562 -1.471 0.02
C -2.718 0.772 -1.054 0.02
H -2.632 -3.248 -0.171 0.00
H -3.730 -0.399 1.518 -0.02
H -5.852 -0.328 2.774 0.00
H -6.297 -1.992 4.543 0.00
H -4.632 -3.738 5.059 0.00
H -2.508 -3.830 3.813 0.00
H -0.294 -4.689 0.713 0.00
H 1.412 -6.147 1.739 0.00
H 2.366 -5.574 3.943 0.00
H 1.606 -3.553 5.140 0.00
H -0.104 -2.091 4.133 0.01
H -0.521 -4.365 -1.499 0.00
H 0.495 -5.483 -3.440 0.00
H 1.066 -4.187 -5.462 0.00
H 0.609 -1.757 -5.545 0.00
H -0.411 -0.626 -3.613 0.00
H -3.138 -1.854 -3.171 0.00
H -5.025 -0.447 -3.899 0.00
H -5.431 1.736 -2.822 0.00
H -3.950 2.527 -1.014 0.00
H -2.053 1.128 -0.273 -0.01
O 3.055 2.317 -0.002 0.01
C 2.254 1.373 -0.382 0.04
O 1.118 1.256 0.095 0.04
C 2.815 0.473 -1.428 0.04
C 3.478 1.070 -2.485 -0.02
C 4.041 0.300 -3.500 0.12
C 3.991 -1.084 -3.433 -0.04
C 3.376 -1.696 -2.357 0.10
C 2.749 -0.938 -1.352 0.01
S 2.011 -1.882 -0.110 0.81
H 3.560 2.147 -2.518 0.00
H 4.538 0.788 -4.327 0.00
H 4.449 -1.687 -4.205 0.00
H 3.355 -2.776 -2.278 0.00
N 2.308 3.363 2.225 0.00
C 2.531 2.454 3.375 0.01
C 2.155 1.020 3.032 -0.01
N 0.711 0.805 2.768 0.09
H 2.898 4.183 2.330 0.00
H 1.359 3.724 2.226 0.00
H 2.698 2.781 0.857 0.00
H 1.991 2.788 4.265 0.00
H 3.593 2.474 3.616 0.00
H 2.449 0.355 3.843 -0.01
H 2.720 0.708 2.152 0.00
H 0.325 1.632 2.321 0.00
H 0.206 0.674 3.639 -0.01
```

Total charge: +2
Multiplicity: 5
HOMO energy (alpha / beta): -12.46 / -14.07 eV
Gap between HOMO and LUMO (alpha / beta): 7.79 / 6.12 eV
ΔE to the lowest compared entry with this formula, charge and spin: 0.0 kJ/mol
E_tot: -2783.6385 a.u.
Lowest unoccupied orbital energy (alpha / beta): -0.1716 / -0.2921 hartree